DFT (ωB97M-V with the def2-TZVPD basis set) results for the ion C12H20N with charge +1 in a non-equilibrium geometry.

```
! RIJCOSX wB97M-V def2-TZVPD def2/J DEFGRID3
* xyz 1 1
C -2.072 -2.882 -1.326
C 2.527 -4.001 -0.780
C -0.937 -3.313 -0.777
C 0.376 -2.791 -1.012
C 1.781 -0.339 0.779
C 1.874 1.246 0.720
C 0.562 -0.182 -0.101
C 0.849 1.288 -0.420
C -2.454 2.503 1.176
C 0.603 -1.022 -1.361
C -0.431 2.256 -0.289
C -0.957 2.253 1.219
N 1.397 -3.467 -0.793
H -2.966 -3.359 -1.023
H -2.122 -1.969 -1.955
H 3.236 -4.141 0.179
H 3.028 -4.510 -1.718
H -0.912 -4.312 -0.153
H 2.738 -0.744 0.232
H 1.706 -0.869 1.709
H 1.472 1.664 1.597
H 2.973 1.701 0.458
H -0.292 -0.398 0.421
H 1.319 1.412 -1.330
H -3.105 1.783 0.509
H -2.654 3.582 0.835
H -2.792 2.355 2.266
H 1.459 -1.023 -2.100
H -0.246 -0.737 -1.929
H -0.204 3.231 -0.669
H -1.076 1.815 -0.936
H -0.699 1.242 1.746
H -0.279 3.112 1.702
*
```

Values from the calculation:
orbital gap = 8.54 eV
energy above the lowest of the compared OMol25 structures with the same formula, charge and spin = 5.139 eV
structure (SMILES) = C=CC(C[C@H]1CC[C@@H]1CCC)=[N+]=C
LUMO = -4.56 eV



DFT (ωB97M-V with the def2-TZVPD basis set) results for a structure of composition C41H44BCaCl4N2O5P2.

```
! RIJCOSX wB97M-V def2-TZVPD def2/J DEFGRID3
* xyz -1 1
Ca 0.911 -0.732 -0.907
Cl 3.345 -7.045 -2.580
C 2.672 -5.715 -1.692
C 2.617 -5.744 -0.317
Cl 3.226 -7.112 0.561
C 2.055 -4.662 0.377
Cl 1.940 -4.688 2.111
C 1.535 -3.545 -0.272
O 0.986 -2.549 0.362
C 1.631 -3.498 -1.716
O 1.204 -2.442 -2.360
C 2.175 -4.596 -2.377
Cl 2.233 -4.530 -4.114
C 0.651 1.950 2.783
C 0.653 2.624 1.416
P -0.966 2.675 0.556
C -0.525 3.484 -1.023
C 0.775 3.798 -1.411
C 1.029 4.339 -2.667
C -0.012 4.583 -3.545
C -1.314 4.277 -3.169
C -1.562 3.724 -1.926
C -1.780 4.051 1.445
C -2.883 3.752 2.240
C -3.522 4.751 2.965
C -3.067 6.058 2.892
C -1.971 6.368 2.096
C -1.332 5.369 1.381
C 0.048 0.545 2.761
P -1.790 0.487 2.978
C -1.893 -0.269 4.638
C -2.804 -1.283 4.933
C -2.940 -1.764 6.227
C -2.170 -1.240 7.253
C -1.264 -0.226 6.974
C -1.131 0.255 5.683
C -2.325 -0.886 1.914
C -3.522 -0.712 1.217
C -4.046 -1.737 0.446
C -3.364 -2.943 0.346
C -2.156 -3.116 1.005
C -1.648 -2.096 1.796
H 0.161 2.575 3.538
H 1.699 1.863 3.085
H 1.335 2.053 0.776
H 1.087 3.629 1.484
H 1.608 3.598 -0.753
H 2.051 4.558 -2.952
H 0.186 4.998 -4.526
H -2.135 4.451 -3.853
H -2.578 3.456 -1.655
H -3.220 2.725 2.304
H -4.374 4.501 3.585
H -3.566 6.838 3.454
H -1.616 7.389 2.033
H -0.483 5.613 0.753
H 0.495 -0.059 3.556
H 0.354 0.027 1.840
H -3.403 -1.711 4.139
H -3.647 -2.560 6.425
H -2.271 -1.622 8.261
H -0.655 0.192 7.765
H -0.421 1.052 5.492
H -4.043 0.236 1.288
H -4.980 -1.589 -0.082
H -3.764 -3.742 -0.266
H -1.591 -4.032 0.898
H -0.700 -2.250 2.297
C 5.073 -0.114 2.563
C 4.718 0.760 1.371
C 4.849 2.232 1.741
O 3.335 0.527 1.042
B 3.154 0.506 -0.360
O 4.425 0.616 -0.947
C 5.441 0.387 0.048
C 6.645 1.251 -0.290
C 5.818 -1.089 -0.034
H 4.528 0.229 3.443
H 6.142 -0.064 2.792
H 4.803 -1.152 2.384
H 4.179 2.450 2.574
H 4.568 2.872 0.904
H 5.866 2.489 2.047
H 6.367 2.297 -0.401
H 7.080 0.914 -1.231
H 7.419 1.178 0.479
H 4.957 -1.727 0.166
H 6.612 -1.354 0.667
H 6.164 -1.304 -1.045
C -1.955 -2.021 -3.355
N -1.035 -1.229 -4.153
C -0.319 -0.261 -3.527
N 0.791 0.201 -4.174
O -0.643 0.203 -2.421
H -2.656 -2.526 -4.018
H -2.510 -1.362 -2.696
H -1.413 -2.754 -2.752
H -0.493 -1.761 -4.817
H 1.308 -0.477 -4.715
H 1.385 0.795 -3.610
*
```

Values from the calculation:
orbital gap = 6.38 eV
energy above the lowest of the compared OMol25 structures with the same formula, charge and spin = 0.412 eV
LUMO = 2.34 eV



DFT (ωB97M-V with the def2-TZVPD basis set) results for a structure of composition C37H40MgO2P2 in a non-equilibrium geometry.

```
! RIJCOSX wB97M-V def2-TZVPD def2/J DEFGRID3
* xyz 0 1
Mg -1.282 3.426 3.093
C 0.372 6.578 2.048
C 0.126 5.612 1.145
C 1.171 4.893 0.369
C 1.754 3.579 0.967
C 2.071 3.582 2.418
C 2.482 4.636 3.116
C 2.827 5.967 2.546
C 1.709 7.037 2.481
C -0.195 3.222 4.908
H -0.469 7.120 2.494
H -0.911 5.398 0.849
H 2.007 5.534 0.069
H 0.694 4.579 -0.569
H 1.061 2.749 0.766
H 2.655 3.367 0.364
H 1.920 2.614 2.917
H 2.602 4.545 4.202
H 3.272 5.867 1.551
H 3.595 6.406 3.197
H 1.559 7.477 3.476
H 2.110 7.843 1.842
H -0.580 3.762 5.784
H 0.873 3.088 5.144
H -0.636 2.223 4.967
P -2.083 -2.851 -2.412
P 0.317 -4.454 -0.503
C -0.393 -3.219 -2.936
C 0.574 -3.759 -2.144
C -3.023 -3.146 -3.977
C -2.456 -3.061 -5.264
C -3.245 -3.286 -6.401
C -4.607 -3.591 -6.265
C -5.176 -3.692 -4.985
C -4.385 -3.490 -3.849
C -2.007 -1.006 -2.354
C -1.262 -0.447 -1.300
C -1.144 0.938 -1.202
C -1.757 1.769 -2.146
C -2.515 1.207 -3.176
C -2.664 -0.177 -3.275
C 1.031 -6.160 -0.825
C 0.276 -7.023 -1.649
C 0.771 -8.287 -1.989
C 2.019 -8.707 -1.504
C 2.761 -7.864 -0.669
C 2.261 -6.605 -0.311
C 1.694 -3.685 0.443
C 1.548 -3.646 1.842
C 2.564 -3.107 2.629
C 3.722 -2.592 2.038
C 3.859 -2.623 0.648
C 2.848 -3.155 -0.157
H -0.153 -2.953 -3.971
H 1.574 -3.941 -2.560
H -1.400 -2.820 -5.402
H -2.785 -3.218 -7.395
H -5.223 -3.754 -7.159
H -6.238 -3.932 -4.878
H -4.823 -3.596 -2.854
H -0.788 -1.105 -0.568
H -0.577 1.372 -0.382
H -1.650 2.853 -2.079
H -3.009 1.843 -3.910
H -3.284 -0.617 -4.062
H -0.693 -6.696 -2.037
H 0.183 -8.949 -2.629
H 2.410 -9.692 -1.778
H 3.733 -8.185 -0.284
H 2.847 -5.965 0.355
H 0.640 -4.050 2.298
H 2.448 -3.086 3.711
H 4.511 -2.161 2.657
H 4.759 -2.229 0.175
H 2.963 -3.166 -1.243
C -2.269 7.568 5.545
O -1.391 6.774 4.691
C -1.788 5.675 4.073
O -2.943 5.316 3.972
H -2.743 6.941 6.307
H -3.012 8.091 4.933
H -1.614 8.297 6.025
*
```

Values from the calculation:
orbital gap (spin up / spin down) = 4.49 / 4.49 eV
energy above the lowest of the compared OMol25 structures with the same formula, charge and spin = 0.000 eV
LUMO (spin up / spin down) = -1.52 / -1.52 eV



DFT (ωB97M-V with the def2-TZVPD basis set) results for a cluster of 2 separate species, C9H14 in total in a non-equilibrium geometry.

```
! RIJCOSX wB97M-V def2-TZVPD def2/J DEFGRID3
* xyz -1 2
C -1.963 1.604 -0.600
C -2.434 0.655 0.496
H -1.562 2.560 -0.274
H -1.279 1.204 -1.349
H -2.852 1.816 -1.211
H -2.542 1.140 1.460
H -1.859 -0.249 0.722
H -3.373 0.192 0.176
C 0.937 -1.624 -1.916
C 1.099 -0.911 -0.607
C 1.327 0.451 -0.525
C 0.835 -1.619 0.600
C 1.417 1.077 0.705
C 1.211 -1.051 1.846
C 1.498 0.319 1.878
H 0.124 -2.340 -1.981
H 1.933 -2.035 -2.149
H 1.485 1.010 -1.449
H 0.682 -2.688 0.500
H 1.419 2.166 0.705
H 1.270 -1.567 2.794
H 1.725 0.727 2.860
H 0.904 -0.837 -2.682
*
```

Values from the calculation:
orbital gap (spin up / spin down) = 3.17 / 7.67 eV
energy above the lowest of the compared OMol25 structures with the same formula, charge and spin = 0.565 eV
LUMO (spin up / spin down) = 4.17 / 3.94 eV